Entry 1:
42
Properties=species:S:1:pos:R:3:forces:R:3 method="wB97M-V/def2-TZVPD" charge=0 relative_energy_kj_mol=34.15 spin_multiplicity=1 max_force_ev_per_a=0.99 mol_weight_g_mol=610.58 orbital_gap_ev=7.67
Ir 0.161917 -0.699460 0.624653 0.1 -0.2 -0.3
S -0.805614 -4.123961 3.304983 0.0 0.0 0.0
C 0.712384 -3.525676 3.819418 0.1 0.0 -0.1
C 1.146879 -2.467107 3.074804 -0.1 0.1 0.0
C 0.215605 -2.095360 2.061223 0.2 0.0 0.1
C -0.877197 -2.931080 2.068867 0.0 0.0 0.0
C -1.925035 -2.681355 1.105505 0.0 0.0 0.0
C -3.129079 -3.360496 0.969688 0.0 0.0 0.0
C -4.021865 -2.957364 -0.004324 0.0 0.0 0.0
C -3.705746 -1.884299 -0.826158 0.0 0.0 0.0
C -2.495916 -1.245911 -0.648329 0.0 0.0 0.0
N -1.626739 -1.636568 0.290829 -0.1 0.0 0.0
H 1.213290 -3.996983 4.650321 0.0 0.0 0.0
H 2.081866 -1.956094 3.256353 0.0 0.0 0.0
H -3.353222 -4.186684 1.630218 0.0 0.0 0.0
H -4.966473 -3.472416 -0.118942 0.0 0.0 0.0
H -4.385679 -1.535880 -1.589162 0.0 0.0 0.0
H -2.194395 -0.389372 -1.235098 0.0 0.0 0.0
O 3.391238 0.422724 -0.715541 0.0 0.0 -0.1
C 2.414531 0.807665 -0.096798 0.1 -0.1 0.1
O 1.963705 0.188093 0.971671 0.0 0.1 0.0
C 1.679910 2.050549 -0.509566 -0.1 0.0 -0.1
C 2.410655 3.173681 -0.832414 0.0 0.0 0.0
C 1.751084 4.335141 -1.203198 0.0 0.0 0.0
C 0.377100 4.385414 -1.295979 0.0 0.0 0.1
C -0.349609 3.255023 -0.982720 0.0 0.2 0.2
C 0.264430 2.043181 -0.593468 0.1 0.0 0.0
O -0.428813 0.949491 -0.424621 -0.1 0.1 0.1
N -1.808568 3.356519 -1.107287 0.0 -0.8 -0.6
O -2.239493 4.134185 -1.937642 0.0 0.3 0.2
O -2.495978 2.592154 -0.461185 0.0 0.3 0.3
N 2.528065 5.535740 -1.519578 0.0 -0.1 -0.2
O 1.917394 6.531144 -1.854018 0.0 0.1 0.1
O 3.738433 5.452540 -1.456219 0.0 0.0 0.1
H 3.490190 3.148545 -0.794592 0.0 0.0 0.0
H -0.126218 5.287292 -1.609317 0.0 0.0 0.0
N 1.230025 -2.007904 -1.712890 0.0 0.0 0.0
N 1.353070 -2.031080 -0.278779 0.0 -0.1 0.0
H 1.924950 -2.651139 -2.086616 0.0 0.0 0.0
H 1.518796 -1.076803 -2.003449 0.0 0.0 0.0
H 2.293513 -1.757006 0.034803 0.0 0.0 0.0
H 1.156609 -2.979082 0.034556 0.0 0.0 0.0

=====

Entry 2:
20
Properties=species:S:1:pos:R:3:forces:R:3 method="wB97M-V/def2-TZVPD" smiles="CNC(N)=O.C=CC" charge=0 relative_energy_kj_mol=311.87 spin_multiplicity=1 max_force_ev_per_a=6.20 mol_weight_g_mol=116.16 orbital_gap_ev=9.13
C -1.381510 -0.647905 -0.230855 -0.9 -2.8 -2.2
C -0.644897 -1.708476 -0.674071 -2.7 0.6 0.4
C 0.098847 0.860470 1.958636 0.1 -0.7 -0.3
C -1.843407 0.407927 -1.180907 0.2 0.9 -0.3
N 0.823575 0.014795 1.029845 2.0 0.7 -1.5
C 1.306168 0.478597 -0.245149 1.3 3.0 5.3
N 2.522616 -0.091508 -0.595730 0.6 -2.9 -1.9
O 0.985755 1.587962 -0.631046 -1.2 -0.8 -1.1
H 1.345857 -0.749609 1.436419 -0.1 0.0 -0.4
H -2.035055 -0.775487 0.626887 0.7 0.1 0.5
H 3.441440 0.218012 -0.321608 -0.6 0.7 0.9
H 2.619212 -0.357834 -1.566093 -0.4 0.2 -0.1
H -0.740450 -2.659089 -0.165921 0.7 0.1 0.5
H -0.338589 -1.812149 -1.703967 0.4 0.4 -0.1
H -0.731244 0.274416 2.361469 -0.3 0.4 -0.1
H -0.230818 1.748367 1.424508 -0.1 0.0 0.2
H 0.729284 1.113499 2.813262 0.1 0.3 -0.1
H -1.897550 -0.000910 -2.191275 0.1 0.1 0.0
H -2.828918 0.813151 -0.950171 -0.1 -0.3 0.3
H -1.200316 1.285770 -1.194234 0.2 0.0 -0.1

=====

Entry 3:
25
Properties=species:S:1:pos:R:3:forces:R:3 method="wB97M-V/def2-TZVPD" charge=-1 relative_energy_kj_mol=25.00 spin_multiplicity=1 max_force_ev_per_a=3.86 mol_weight_g_mol=198.27 orbital_gap_ev="6.89 / 6.89"
C -1.007476 0.870766 2.999508 -1.6 -0.5 -0.8
C 0.188578 0.783528 2.411868 1.5 -0.2 -1.1
C -2.162845 0.481790 2.123028 1.9 -0.3 3.0
C 0.292652 0.434068 0.985236 3.3 1.3 1.3
C -1.936952 -0.088597 0.908177 -3.9 -0.2 0.1
C -0.675497 -0.192660 0.208108 -1.7 -0.7 1.1
C 0.850988 -0.007226 -2.524120 1.2 0.5 0.7
C 0.615912 -2.544933 -2.349888 -0.4 1.6 3.3
C 0.689311 -1.142969 -1.530827 -0.1 -1.5 -0.2
N -0.588929 -0.948559 -0.837347 0.3 -0.3 -1.0
O -0.157228 3.350879 1.707082 0.4 -0.1 -1.0
O 2.136647 2.701184 1.122477 -0.8 -0.1 -0.4
S 0.719418 2.730795 0.698732 0.2 0.9 0.7
H -1.179791 1.134945 4.052099 0.2 0.1 -0.7
H 1.123917 1.207255 2.851089 -0.9 -0.7 -0.2
H -3.053092 0.455816 2.816195 0.2 -0.1 -1.9
H 1.294928 0.293100 0.575676 0.1 0.1 0.5
H -2.880322 -0.547744 0.495625 1.2 0.4 -0.2
H -0.114544 0.028355 -2.961119 -1.0 0.6 -0.6
H 1.148586 0.968690 -2.083822 -0.5 -0.5 0.0
H 1.551169 -0.201022 -3.322216 0.5 -0.3 -0.2
H 1.601383 -2.961388 -2.549560 -0.1 -0.4 0.6
H 0.171990 -2.412735 -3.266969 -1.2 0.6 -2.3
H -0.142637 -3.052039 -1.712233 1.1 -0.7 -0.5
H 1.513833 -1.341298 -0.816800 0.0 0.7 -0.2